Entry 1:
DFT (ωB97M-V/def2-TZVPD) results for a structure of composition C42H31CoFGeN6O6 in a non-equilibrium geometry.

Values from the calculation:
Charge = 0
Energy = -162142.68292 eV
<S²> = 0.78
HOMO-LUMO gap (spin up / spin down) = 2.46 / 2.46 eV
Energy relative to the best compared isomer or geometry (same formula, charge and spin) = 0.0 kcal per mole
Spin multiplicity = 2
Lowest unoccupied orbital energy (spin up / spin down) = -3.933 / -3.937 eV

Each line ends with the Löwdin charge.
Positions of all 88 atoms, in Å:
Co -0.336 0.046 0.768  0.4406
O -0.821 2.364 3.963  0.0483
C -0.677 1.459 3.158  -0.4679
N -1.077 1.390 1.867  0.0221
C -1.963 2.253 1.263  -0.2058
C -2.785 3.188 1.908  -0.0215
C -3.709 3.885 1.161  -0.1080
C -3.829 3.668 -0.217  -0.1073
C -3.014 2.767 -0.861  -0.0399
C -2.056 2.046 -0.131  -0.2263
N -1.216 1.069 -0.697  0.0235
C -0.734 1.426 -1.952  -0.4554
O -0.637 2.577 -2.342  0.0531
C -0.364 0.330 -2.930  -0.1940
C 0.298 0.695 -4.094  0.0140
C 0.630 -0.298 -4.993  -0.0261
C 0.298 -1.612 -4.707  -0.0124
C -0.387 -1.874 -3.528  -0.2291
N -0.728 -0.921 -2.675  0.1404
C -0.006 0.168 3.553  -0.1752
C 0.493 -0.004 4.827  0.0132
C 1.033 -1.233 5.172  -0.0374
C 1.034 -2.243 4.230  -0.0377
C 0.525 -1.986 2.967  -0.1049
N 0.020 -0.803 2.619  0.0557
H -2.681 3.351 2.969  0.0969
H -4.351 4.606 1.652  0.0930
H -4.566 4.220 -0.789  0.0928
H -3.102 2.623 -1.928  0.1070
H 0.550 1.733 -4.254  0.1301
H 1.170 -0.058 -5.901  0.1195
H 0.582 -2.405 -5.385  0.1041
H 0.123 -3.580 -2.416  0.1485
H 0.435 0.832 5.512  0.1230
H 1.440 -1.399 6.161  0.1121
H 1.439 -3.222 4.446  0.1116
H 0.520 -2.756 2.216  0.0838
C 2.254 -5.932 0.784  -0.0910
C 3.260 -4.978 0.894  -0.0735
C 3.006 -3.650 0.583  -0.1013
C 1.736 -3.248 0.171  -0.3566
C 0.734 -4.216 0.071  -0.1725
C 0.987 -5.551 0.366  -0.0949
Ge 1.229 -1.409 -0.373  1.0459
C -0.726 -3.337 -3.075  -0.1836
C -2.010 -3.327 -2.303  0.0706
C -3.131 -3.936 -2.769  -0.0185
C -3.105 -4.666 -3.973  0.0562
C -1.899 -4.850 -4.677  -0.0298
C -0.752 -4.267 -4.243  0.0515
C 2.539 -1.076 -1.803  -0.2905
C 3.219 -2.117 -2.434  -0.1204
C 4.169 -1.856 -3.413  -0.0925
C 4.465 -0.545 -3.765  -0.0858
C 3.799 0.504 -3.144  -0.0675
C 2.834 0.231 -2.184  -0.1120
H 2.459 -6.967 1.028  0.1002
H 4.249 -5.271 1.224  0.1052
H 3.798 -2.916 0.680  0.1058
H -0.275 -3.927 -0.213  0.0718
H 0.194 -6.285 0.284  0.0974
H -2.029 -2.746 -1.391  0.1272
H -4.058 -3.856 -2.215  0.1250
H -4.016 -5.117 -4.350  0.1300
H -1.895 -5.482 -5.556  0.1215
H 0.182 -4.454 -4.757  0.1335
H 3.025 -3.148 -2.150  0.0893
H 4.696 -2.678 -3.884  0.0979
H 5.220 -0.340 -4.515  0.1015
H 4.025 1.531 -3.409  0.1078
H 2.324 1.057 -1.705  0.0854
F 2.143 4.003 -1.836  0.0967
C 3.014 3.570 -0.921  -0.2046
C 2.608 2.943 0.183  0.0440
N 3.501 2.468 1.124  0.0229
C 3.043 1.617 2.220  -0.0112
C 2.793 0.181 1.745  -0.5328
O 3.363 -0.774 2.220  0.0971
O 1.907 0.110 0.760  -0.2498
C 4.871 2.650 0.983  -0.4566
O 5.687 2.262 1.792  0.0891
N 5.240 3.309 -0.175  0.2202
C 4.430 3.774 -1.207  -0.4060
O 4.888 4.283 -2.205  0.0927
H 1.558 2.776 0.383  0.1517
H 2.128 2.042 2.636  0.1340
H 3.816 1.595 2.975  0.1286
H 6.233 3.433 -0.296  0.1667

Entry 2:
DFT (ωB97M-V/def2-TZVPD) results for a cluster of 9 separate species, C42H82F4NO8S3 in total in a non-equilibrium geometry.

Values from the calculation:
Charge = +1
Energy = -106111.34219 eV
HOMO-LUMO gap = 6.62 eV
Spin multiplicity = 1
Lowest unoccupied orbital energy = -3.799 eV

Each line ends with the Löwdin charge.
Positions of all 140 atoms, in Å:
C 5.502 2.371 0.490  -0.1097
C 5.695 1.260 -0.745  -0.2926
N 4.763 1.496 -1.913  -0.2384
C 4.900 0.286 -2.838  -0.2402
C 3.587 0.005 -3.779  -0.1157
C 5.055 2.784 -2.651  -0.9090
S 6.570 3.623 -2.598  0.6531
S 3.750 3.602 -3.781  0.7674
C 2.504 4.566 -2.769  -0.4719
C 0.920 4.109 -3.045  -0.2574
C 0.677 2.493 -2.922  -0.3603
S 0.716 1.968 -1.124  1.1534
C -0.692 0.749 -0.909  -0.3787
F -0.370 -0.445 -1.725  -0.0022
F -1.940 1.418 -1.403  -0.0188
C -0.936 0.360 0.693  -0.0651
F -0.579 -1.084 0.830  -0.0093
F -0.080 1.256 1.528  -0.0476
H 4.422 2.822 0.382  0.0654
H 5.537 1.781 1.513  0.0793
H 6.344 3.205 0.476  0.0738
H 5.466 0.208 -0.230  0.1293
H 6.845 1.191 -1.056  0.1216
H 5.046 -0.693 -2.171  0.1351
H 5.889 0.348 -3.501  0.1417
H 2.620 -0.275 -3.142  0.0774
H 3.333 0.848 -4.549  0.0511
H 3.826 -0.969 -4.426  0.0853
H 2.554 5.694 -3.159  0.1062
H 2.754 4.611 -1.617  0.1012
H 0.260 4.617 -2.196  0.1305
H 0.587 4.461 -4.111  0.1384
H -0.410 2.284 -3.356  0.1375
H 1.412 1.843 -3.561  0.0811
H 1.919 1.262 -0.818  0.0829
H -2.048 0.569 1.005  0.1866
C -2.635 -2.586 2.468  -0.1989
C -3.244 -3.960 2.566  -0.1688
C -3.366 -4.147 4.062  -0.1987
O -3.565 -2.845 4.629  -0.1507
C -3.299 -1.862 3.619  -0.2029
H -2.802 -2.098 1.504  0.0998
H -1.553 -2.646 2.639  0.1131
H -4.240 -3.958 2.107  0.1164
H -2.648 -4.741 2.086  0.1212
H -2.445 -4.559 4.488  0.1240
H -4.200 -4.799 4.337  0.1133
H -4.258 -1.429 3.314  0.1163
H -2.672 -1.067 4.033  0.1178
C -4.979 1.868 0.034  -0.1934
C -4.934 2.320 1.471  -0.1832
C -5.293 3.786 1.353  -0.2001
O -6.161 3.912 0.218  -0.1431
C -6.131 2.680 -0.517  -0.1933
H -5.123 0.791 -0.084  0.1176
H -4.048 2.148 -0.473  0.0898
H -5.701 1.793 2.050  0.1234
H -3.967 2.156 1.953  0.1030
H -4.405 4.399 1.165  0.1154
H -5.798 4.166 2.246  0.1253
H -7.088 2.172 -0.356  0.1238
H -6.023 2.891 -1.585  0.1210
C 3.430 -3.818 -7.892  -0.1687
C 3.968 -2.551 -8.505  -0.1748
C 3.316 -1.485 -7.652  -0.2009
O 3.136 -2.050 -6.346  -0.1748
C 3.378 -3.462 -6.423  -0.1998
H 4.044 -4.700 -8.095  0.1186
H 2.418 -4.012 -8.266  0.1181
H 5.057 -2.513 -8.384  0.0995
H 3.738 -2.445 -9.569  0.1199
H 2.327 -1.216 -8.039  0.1171
H 3.922 -0.577 -7.580  0.1168
H 4.336 -3.663 -5.931  0.1055
H 2.591 -4.001 -5.888  0.1181
C -5.909 7.562 -0.406  -0.1810
C -6.810 8.173 -1.448  -0.1776
C -5.813 8.768 -2.418  -0.2052
O -4.639 7.945 -2.366  -0.1433
C -4.751 7.063 -1.241  -0.2154
H -6.386 6.770 0.178  0.1073
H -5.563 8.338 0.287  0.1192
H -7.390 7.386 -1.944  0.1190
H -7.509 8.912 -1.047  0.1183
H -5.524 9.782 -2.120  0.1182
H -6.194 8.802 -3.443  0.1186
H -4.944 6.055 -1.625  0.1088
H -3.808 7.051 -0.687  0.1122
C 9.013 -2.647 -6.391  -0.1784
C 8.739 -3.090 -7.805  -0.1755
C 7.556 -4.016 -7.623  -0.2037
O 6.820 -3.534 -6.491  -0.1611
C 7.618 -2.554 -5.813  -0.2062
H 9.565 -1.706 -6.325  0.1179
H 9.585 -3.420 -5.864  0.1202
H 8.447 -2.227 -8.414  0.1184
H 9.591 -3.576 -8.287  0.1196
H 7.882 -5.038 -7.400  0.1219
H 6.905 -4.042 -8.502  0.1113
H 7.173 -1.571 -6.005  0.1139
H 7.596 -2.742 -4.736  0.1172
C 8.327 3.240 5.216  -0.1796
C 8.976 3.676 3.927  -0.1792
C 8.549 2.583 2.972  -0.2078
O 7.270 2.114 3.422  -0.1657
C 7.022 2.650 4.729  -0.2050
H 8.186 4.053 5.933  0.1184
H 8.934 2.462 5.693  0.1199
H 8.557 4.637 3.607  0.1182
H 10.062 3.782 3.996  0.1189
H 9.243 1.737 3.000  0.1201
H 8.469 2.936 1.940  0.1073
H 6.249 3.421 4.632  0.1169
H 6.647 1.861 5.386  0.1187
C -4.195 -3.959 7.800  -0.1818
C -4.804 -5.334 7.898  -0.1838
C -4.926 -5.521 9.395  -0.2033
O -5.125 -4.218 9.962  -0.1348
C -4.859 -3.236 8.951  -0.2024
H -4.363 -3.472 6.837  0.0937
H -3.114 -4.019 7.971  0.1214
H -5.800 -5.332 7.440  0.1012
H -4.208 -6.114 7.418  0.1158
H -4.005 -5.933 9.820  0.1177
H -5.760 -6.173 9.669  0.1194
H -5.818 -2.802 8.646  0.1167
H -4.233 -2.441 9.365  0.1179
C -7.487 -4.600 4.715  -0.1947
C -7.761 -5.043 3.301  -0.1876
C -8.944 -5.970 3.483  -0.2037
O -9.680 -5.488 4.616  -0.1318
C -8.882 -4.507 5.294  -0.2008
H -6.935 -3.660 4.782  0.1137
H -6.915 -5.373 5.242  0.1052
H -8.053 -4.180 2.692  0.1167
H -6.909 -5.529 2.820  0.1096
H -8.618 -6.991 3.707  0.1189
H -9.595 -5.996 2.605  0.1190
H -9.327 -3.524 5.102  0.1189
H -8.904 -4.695 6.371  0.1192